# 1
{
  "formula": "C41H90F7N7O11S5",
  "method": "ωB97M-V/def2-TZVPD",
  "energy_ha": -5515.8598,
  "lumo_energy_ev": [-6.27, -11.60],
  "de_lowest_kj_mol": 0.00,
  "homo_lumo_gap_ev": [7.7, 2.3],
  "homo_ev": [-13.9, -13.9],
  "spin_multiplicity": 2,
  "charge": 3,
  "species": ["C", "C", "C", "N", "C", "C", "C", "C", "C", "H", "H", "H", "H", "H", "H", "H", "H", "H", "H", "H", "H", "H", "H", "H", "H", "H", "H", "C", "C", "C", "N", "C", "C", "C", "C", "C", "H", "H", "H", "H", "H", "H", "H", "H", "H", "H", "H", "H", "H", "H", "H", "H", "H", "H", "C", "C", "C", "N", "C", "C", "C", "C", "C", "H", "H", "H", "H", "H", "H", "H", "H", "H", "H", "H", "H", "H", "H", "H", "H", "H", "H", "C", "C", "C", "N", "C", "C", "C", "C", "C", "H", "H", "H", "H", "H", "H", "H", "H", "H", "H", "H", "H", "H", "H", "H", "H", "H", "H", "C", "C", "C", "N", "C", "C", "C", "C", "C", "H", "H", "H", "H", "H", "H", "H", "H", "H", "H", "H", "H", "H", "H", "H", "H", "H", "H", "C", "F", "F", "F", "S", "O", "O", "O", "N", "S", "O", "O", "F", "S", "O", "O", "F", "N", "S", "O", "O", "F", "S", "O", "O", "F"],
  "xyz": [[0.16, -0.18, 4.54], [-1.41, -0.35, 4.69], [-1.77, -1.33, 3.52], [-3.30, -1.66, 3.28], [-3.25, -2.92, 2.46], [-4.06, -1.97, 4.58], [-5.55, -1.83, 4.19], [-5.51, -0.77, 3.15], [-4.10, -0.58, 2.58], [0.46, 0.63, 3.88], [0.70, -1.12, 4.42], [0.62, 0.22, 5.45], [-1.95, 0.60, 4.65], [-1.49, -0.81, 5.68], [-1.28, -2.26, 3.82], [-1.39, -1.12, 2.52], [-4.28, -3.05, 2.13], [-3.14, -3.79, 3.10], [-2.55, -2.89, 1.62], [-3.77, -2.97, 4.91], [-3.76, -1.20, 5.29], [-5.92, -2.76, 3.77], [-6.27, -1.55, 4.95], [-6.27, -1.04, 2.41], [-5.86, 0.17, 3.57], [-4.01, -0.69, 1.49], [-3.66, 0.38, 2.81], [-2.21, -2.28, -2.01], [-1.99, -3.69, -2.41], [-2.48, -4.89, -1.50], [-2.07, -6.33, -1.96], [-0.50, -6.57, -1.80], [-2.42, -6.57, -3.41], [-2.50, -8.02, -3.58], [-3.33, -8.40, -2.33], [-2.94, -7.38, -1.28], [-1.73, -2.09, -1.05], [-3.29, -2.25, -1.87], [-1.96, -1.69, -2.88], [-0.92, -3.86, -2.29], [-2.28, -3.76, -3.46], [-3.56, -4.81, -1.50], [-2.05, -4.80, -0.49], [-0.18, -6.12, -0.86], [0.02, -6.05, -2.60], [-0.36, -7.65, -1.81], [-1.70, -6.21, -4.15], [-3.28, -5.95, -3.69], [-1.52, -8.49, -3.52], [-3.00, -8.32, -4.50], [-3.21, -9.43, -2.01], [-4.42, -8.43, -2.44], [-2.37, -7.80, -0.45], [-3.87, -6.95, -0.91], [1.92, 5.95, -0.45], [1.48, 6.31, 0.97], [0.78, 5.12, 1.65], [-0.50, 5.63, 2.38], [-1.53, 6.32, 1.40], [-0.15, 6.53, 3.63], [-0.06, 5.62, 4.80], [-0.46, 4.19, 4.37], [-1.22, 4.45, 3.10], [2.44, 6.84, -0.81], [1.18, 5.67, -1.20], [2.59, 5.09, -0.33], [0.96, 7.27, 0.99], [2.41, 6.54, 1.48], [1.47, 4.83, 2.44], [0.64, 4.25, 1.00], [-1.08, 7.29, 1.22], [-2.50, 6.47, 1.88], [-1.56, 5.62, 0.57], [-1.05, 7.14, 3.69], [0.72, 7.17, 3.46], [-0.69, 5.86, 5.67], [0.93, 5.74, 5.23], [-1.04, 3.68, 5.14], [0.42, 3.56, 4.26], [-2.06, 5.03, 3.49], [-1.34, 3.56, 2.48], [3.04, 6.02, -5.04], [1.60, 5.75, -5.49], [0.65, 5.48, -4.35], [-0.82, 5.05, -4.67], [-1.48, 6.15, -5.57], [-0.94, 3.73, -5.45], [-0.79, 2.68, -4.29], [-1.32, 3.36, -3.01], [-1.76, 4.78, -3.50], [3.76, 6.25, -5.82], [3.37, 5.20, -4.40], [3.17, 6.85, -4.34], [1.67, 4.95, -6.22], [1.10, 6.58, -5.98], [0.56, 6.32, -3.66], [1.13, 4.71, -3.74], [-0.95, 6.12, -6.52], [-1.22, 7.06, -5.04], [-2.56, 6.02, -5.63], [-1.88, 3.71, -6.00], [-0.09, 3.67, -6.12], [-1.39, 1.80, -4.51], [0.22, 2.28, -4.30], [-2.25, 2.95, -2.62], [-0.64, 3.29, -2.16], [-2.79, 4.81, -3.85], [-1.59, 5.57, -2.77], [1.37, -3.15, -0.65], [2.14, -2.81, 0.53], [3.03, -3.99, 0.95], [3.87, -3.56, 2.27], [5.13, -2.71, 1.96], [4.36, -4.81, 3.02], [4.91, -4.23, 4.36], [4.01, -2.97, 4.71], [3.05, -2.89, 3.51], [0.94, -4.15, -0.53], [2.05, -3.24, -1.50], [0.52, -2.47, -0.77], [1.51, -2.58, 1.39], [2.60, -1.83, 0.40], [3.73, -4.28, 0.16], [2.53, -4.96, 0.96], [4.74, -1.83, 1.45], [5.95, -3.20, 1.44], [5.50, -2.20, 2.85], [5.03, -5.38, 2.37], [3.46, -5.34, 3.32], [5.97, -3.97, 4.25], [4.93, -4.95, 5.18], [4.61, -2.06, 4.82], [3.42, -3.15, 5.61], [2.78, -1.95, 3.03], [2.23, -3.55, 3.80], [0.27, 1.03, -0.31], [0.18, 0.81, -1.67], [0.77, -0.03, 0.33], [1.02, 2.13, -0.05], [-1.56, 1.44, 0.33], [-2.48, 0.60, -0.37], [-1.53, 1.18, 1.78], [-1.77, 2.86, 0.11], [5.30, 0.99, 1.87], [4.06, 1.66, 1.50], [3.64, 1.62, 0.10], [3.78, 2.91, 2.21], [2.99, 0.70, 2.15], [6.24, 1.73, 0.68], [6.14, 3.17, 0.35], [6.77, 0.80, -0.39], [7.48, 1.70, 1.74], [1.48, -2.19, -5.72], [1.01, -3.58, -5.29], [-0.36, -3.98, -5.65], [1.59, -4.17, -4.10], [1.80, -4.44, -6.41], [0.36, -1.37, -4.71], [0.54, -1.61, -3.25], [-0.95, -1.04, -5.29], [1.04, 0.09, -4.96]],
  "lowdin_spin": [0.0000, 0.0000, 0.0000, 0.0000, 0.0000, 0.0000, 0.0000, 0.0000, 0.0000, 0.0000, 0.0000, 0.0000, 0.0000, 0.0000, 0.0000, 0.0000, 0.0000, 0.0000, 0.0000, 0.0000, 0.0000, 0.0000, 0.0000, 0.0000, 0.0000, 0.0000, 0.0000, 0.0000, 0.0000, 0.0000, 0.0000, 0.0000, 0.0000, 0.0000, 0.0000, 0.0000, 0.0000, 0.0000, 0.0000, 0.0000, 0.0000, 0.0000, 0.0000, 0.0000, 0.0000, 0.0000, 0.0000, 0.0000, 0.0000, 0.0000, 0.0000, 0.0000, 0.0000, 0.0000, -0.0001, 0.0000, 0.0003, 0.0000, 0.0000, 0.0000, 0.0000, 0.0000, 0.0000, 0.0000, 0.0000, -0.0001, 0.0000, 0.0000, 0.0002, 0.0000, 0.0000, 0.0000, 0.0000, 0.0000, 0.0000, 0.0000, 0.0000, 0.0000, 0.0000, 0.0000, 0.0000, 0.0000, 0.0000, 0.0000, 0.0000, 0.0000, 0.0000, 0.0000, 0.0000, 0.0000, 0.0000, 0.0000, 0.0000, 0.0000, 0.0000, 0.0000, 0.0000, 0.0000, 0.0000, 0.0000, 0.0000, 0.0000, 0.0000, 0.0000, 0.0000, 0.0000, 0.0000, 0.0000, 0.0000, 0.0000, 0.0000, 0.0000, 0.0003, 0.0000, 0.0000, 0.0000, 0.0000, 0.0000, 0.0000, 0.0000, 0.0000, 0.0000, 0.0000, 0.0000, 0.0002, 0.0000, -0.0001, 0.0000, 0.0000, 0.0000, 0.0000, 0.0000, 0.0000, 0.0000, 0.0000, 0.0000, 0.0000, -0.0001, 0.0010, 0.0001, 0.0002, 0.0001, 0.0000, 0.3617, -0.0285, 0.2475, 0.3459, -0.0096, -0.0122, 0.0107, 0.0753, 0.0070, 0.0000, 0.0000, 0.0000, 0.0000, 0.0000, 0.0000, 0.0000, 0.0000, 0.0000]
}


# 2
{
  "formula": "C41H91N5O3",
  "method": "ωB97M-V/def2-TZVPD",
  "energy_ha": -2114.8914,
  "lumo_energy_ev": -5.73,
  "de_lowest_kj_mol": 191.41,
  "homo_lumo_gap_ev": 4.6,
  "homo_ev": -10.4,
  "spin_multiplicity": 1,
  "charge": 4,
  "species": ["C", "C", "C", "N", "C", "C", "C", "C", "C", "H", "H", "H", "H", "H", "H", "H", "H", "H", "H", "H", "H", "H", "H", "H", "H", "H", "H", "C", "C", "C", "N", "C", "C", "C", "C", "C", "H", "H", "H", "H", "H", "H", "H", "H", "H", "H", "H", "H", "H", "H", "H", "H", "H", "H", "C", "C", "C", "N", "C", "C", "C", "C", "C", "H", "H", "H", "H", "H", "H", "H", "H", "H", "H", "H", "H", "H", "H", "H", "H", "H", "H", "C", "C", "C", "N", "C", "C", "C", "C", "C", "H", "H", "H", "H", "H", "H", "H", "H", "H", "H", "H", "H", "H", "H", "H", "H", "H", "H", "C", "C", "C", "N", "C", "C", "C", "C", "C", "H", "H", "H", "H", "H", "H", "H", "H", "H", "H", "H", "H", "H", "H", "H", "H", "H", "H", "O", "C", "O", "O", "H"],
  "xyz": [[-5.54, 4.71, 2.93], [-6.87, 5.54, 2.70], [-7.27, 6.29, 4.04], [-8.58, 7.16, 3.72], [-9.77, 6.22, 3.48], [-8.80, 8.15, 4.88], [-9.76, 9.24, 4.33], [-9.55, 9.17, 2.82], [-8.36, 8.23, 2.59], [-4.70, 5.41, 2.93], [-5.24, 4.04, 2.13], [-5.65, 4.17, 3.88], [-7.66, 4.87, 2.35], [-6.56, 6.27, 1.95], [-6.55, 7.08, 4.27], [-7.42, 5.58, 4.85], [-10.76, 6.66, 3.35], [-9.93, 5.59, 4.36], [-9.58, 5.52, 2.67], [-9.15, 7.46, 5.65], [-7.85, 8.53, 5.24], [-10.81, 9.14, 4.59], [-9.49, 10.23, 4.70], [-10.46, 8.84, 2.34], [-9.30, 10.17, 2.44], [-8.48, 7.81, 1.59], [-7.40, 8.75, 2.66], [10.31, -3.29, -2.02], [11.39, -3.47, -0.92], [12.83, -3.38, -1.45], [13.83, -3.39, -0.30], [13.61, -4.47, 0.71], [13.88, -1.98, 0.39], [15.36, -1.86, 0.80], [16.06, -2.28, -0.53], [15.30, -3.55, -0.99], [10.40, -3.72, -3.02], [10.22, -2.24, -2.30], [9.32, -3.59, -1.66], [11.21, -4.40, -0.38], [11.21, -2.69, -0.18], [13.07, -2.48, -2.02], [13.07, -4.26, -2.06], [12.63, -4.32, 1.17], [14.33, -4.35, 1.51], [13.49, -5.43, 0.20], [13.08, -1.98, 1.12], [13.60, -1.16, -0.27], [15.55, -2.47, 1.68], [15.68, -0.85, 1.08], [17.09, -2.54, -0.27], [16.21, -1.45, -1.21], [15.73, -4.40, -0.47], [15.30, -3.67, -2.07], [-8.86, 1.02, -3.03], [-8.46, 1.62, -4.38], [-7.28, 2.61, -4.44], [-6.97, 3.10, -5.88], [-6.28, 2.00, -6.72], [-5.92, 4.28, -5.77], [-6.79, 5.59, -5.80], [-7.85, 5.13, -6.84], [-8.10, 3.67, -6.71], [-9.83, 0.52, -3.08], [-8.82, 1.77, -2.24], [-8.18, 0.23, -2.72], [-9.40, 2.05, -4.72], [-8.27, 0.76, -5.02], [-6.36, 2.15, -4.09], [-7.46, 3.54, -3.90], [-6.06, 2.60, -7.60], [-6.94, 1.17, -6.96], [-5.28, 1.74, -6.36], [-5.31, 4.32, -6.67], [-5.32, 4.07, -4.88], [-6.24, 6.47, -6.13], [-7.25, 5.80, -4.83], [-7.49, 5.32, -7.85], [-8.81, 5.64, -6.82], [-8.31, 3.15, -7.64], [-8.91, 3.53, -6.00], [-0.70, -11.24, -0.90], [-1.20, -10.39, 0.21], [-1.76, -9.09, -0.43], [-2.22, -8.01, 0.67], [-0.99, -7.31, 1.24], [-3.17, -6.98, -0.04], [-4.49, -7.88, 0.11], [-4.37, -9.02, 1.13], [-3.04, -8.56, 1.84], [0.08, -10.79, -1.51], [-1.50, -11.55, -1.58], [-0.30, -12.19, -0.56], [-0.32, -10.16, 0.81], [-2.03, -10.84, 0.75], [-2.64, -9.33, -1.03], [-1.03, -8.59, -1.06], [-1.27, -6.76, 2.13], [-0.63, -6.70, 0.41], [-0.19, -7.99, 1.53], [-3.35, -6.12, 0.60], [-3.01, -6.80, -1.10], [-5.37, -7.26, 0.28], [-4.69, -8.22, -0.91], [-5.17, -9.11, 1.86], [-4.33, -10.04, 0.76], [-3.12, -7.80, 2.61], [-2.52, -9.34, 2.39], [4.72, 3.20, -0.20], [5.18, 2.50, 1.09], [4.25, 3.08, 2.23], [4.13, 2.23, 3.58], [3.56, 3.33, 4.49], [5.48, 1.72, 4.14], [5.17, 0.21, 4.44], [4.30, -0.28, 3.37], [3.34, 0.95, 3.25], [5.20, 2.68, -1.03], [4.84, 4.28, -0.21], [3.64, 3.10, -0.31], [6.19, 2.78, 1.41], [5.07, 1.44, 0.88], [3.25, 3.30, 1.87], [4.70, 4.02, 2.53], [4.08, 4.28, 4.42], [3.72, 2.91, 5.49], [2.56, 3.58, 4.14], [5.70, 2.27, 5.06], [6.16, 1.97, 3.33], [4.70, 0.10, 5.41], [6.05, -0.40, 4.62], [3.92, -1.29, 3.49], [4.89, -0.44, 2.47], [2.59, 0.93, 4.04], [2.85, 1.03, 2.27], [-0.04, -0.95, -2.93], [0.38, -1.59, -4.00], [0.53, -0.88, -4.97], [0.63, -2.79, -3.96], [0.02, -0.19, -3.52]],
  "lowdin_charge": [-0.0847, -0.2042, -0.0557, -0.2260, 0.0339, -0.0864, -0.1318, -0.1642, -0.0826, 0.0733, 0.0732, 0.0730, 0.0936, 0.0966, 0.1239, 0.1328, 0.1103, 0.1095, 0.0915, 0.1326, 0.1332, 0.1227, 0.1226, 0.1165, 0.1273, 0.1280, 0.1412, -0.0873, -0.2171, -0.1179, -0.2427, 0.0063, -0.0890, -0.1336, -0.1373, -0.0233, 0.0808, 0.0737, 0.0769, 0.1021, 0.1055, 0.1395, 0.1363, 0.0939, 0.1128, 0.1246, 0.1247, 0.1341, 0.1121, 0.1243, 0.1210, 0.1230, 0.1262, 0.1306, -0.0919, -0.2253, -0.0834, -0.2416, 0.0331, -0.0591, -0.1045, -0.1584, -0.1152, 0.0859, 0.0733, 0.0759, 0.1040, 0.1119, 0.1360, 0.1281, 0.1003, 0.1104, 0.1155, 0.1307, 0.1275, 0.1230, 0.1061, 0.1248, 0.1286, 0.1491, 0.1149, -0.1091, -0.2326, -0.0669, -0.2462, 0.0148, -0.0302, -0.1559, -0.1216, -0.0946, 0.0914, 0.0887, 0.0906, 0.1122, 0.1094, 0.1262, 0.1369, 0.1024, 0.1114, 0.0989, 0.1274, 0.1373, 0.1136, 0.1050, 0.1197, 0.1129, 0.1295, 0.1284, -0.0908, -0.2097, -0.1084, -0.2277, 0.0185, -0.0355, -0.1788, -0.1577, -0.0511, 0.0887, 0.0864, 0.0780, 0.1055, 0.1076, 0.1243, 0.1206, 0.1048, 0.1079, 0.1104, 0.1271, 0.1154, 0.1251, 0.1289, 0.1338, 0.1142, 0.1309, 0.1313, 0.0478, -1.0149, -0.0355, -0.0551, 0.0581]
}